C34H57AsClN4OPRuS4 as an isolated structure at a distorted geometry, computed with ωB97M-V with the def2-TZVPD basis set.

Results
<S²>: 0.77
Total charge: -1
Total energy, eV: -172770.556
2S+1: 2
HOMO energy (spin up / spin down), eV: -3.8652 / -3.8142
M, u: 908.5

Last column: Mulliken spin population.
Cartesian coordinates (Å):
Ru -0.278 0.217 0.292  0.89
C -1.387 2.079 -0.595  0.08
C -1.215 2.289 0.790  -0.04
C -2.079 1.314 1.447  -0.05
C -2.748 0.604 0.407  0.08
C -2.379 1.089 -0.828  -0.03
C -3.143 0.896 -2.128  0.01
C -4.544 1.488 -1.905  0.00
C -3.305 -0.569 -2.522  0.00
C -2.473 1.679 -3.255  0.00
C -2.559 1.146 2.903  0.02
C -3.722 2.137 3.116  -0.01
C -1.497 1.358 3.983  0.00
C -3.162 -0.250 3.123  0.00
C -0.465 3.535 1.315  0.03
C 0.755 3.222 2.184  -0.01
C -1.413 4.465 2.087  0.00
C 0.052 4.356 0.122  0.00
H -0.914 2.663 -1.367  0.01
H -3.476 -0.173 0.581  0.00
H -5.113 0.886 -1.194  0.00
H -5.096 1.517 -2.850  0.00
H -4.479 2.505 -1.510  0.00
H -3.729 -1.146 -1.696  0.00
H -2.348 -1.007 -2.779  0.00
H -3.984 -0.649 -3.378  0.00
H -2.541 2.757 -3.084  0.00
H -2.959 1.456 -4.209  0.00
H -1.417 1.425 -3.337  0.00
H -3.410 3.178 3.083  0.00
H -4.174 1.949 4.095  0.00
H -4.496 1.991 2.356  0.00
H -1.203 2.403 4.067  0.00
H -0.613 0.746 3.810  0.00
H -1.913 1.059 4.948  0.00
H -4.095 -0.379 2.562  0.00
H -3.396 -0.359 4.183  0.00
H -2.478 -1.048 2.860  0.00
H 0.504 2.713 3.107  0.00
H 1.278 4.154 2.430  0.00
H 1.436 2.578 1.644  0.00
H -1.611 4.107 3.094  0.00
H -2.369 4.575 1.568  0.00
H -0.959 5.457 2.177  0.00
H 0.764 3.788 -0.481  0.00
H 0.567 5.240 0.504  0.00
H -0.762 4.692 -0.527  0.00
S 1.776 -3.814 2.047  0.00
As 0.422 -2.234 2.493  0.00
S 1.270 -0.226 2.010  -0.03
S -1.066 -1.894 0.864  -0.01
S -0.441 -2.251 4.407  0.00
O -0.093 -0.885 -1.839  -0.01
P 0.539 -2.100 -2.489  0.00
N 0.004 -3.570 -2.029  -0.01
C -1.426 -3.913 -2.015  0.01
C -1.589 -4.997 -0.933  0.00
C -0.164 -5.330 -0.462  0.00
C 0.758 -4.719 -1.512  0.00
N 2.171 -2.052 -2.351  0.00
C 2.782 -1.782 -1.012  -0.01
C 4.257 -2.031 -1.264  0.00
C 4.255 -3.216 -2.230  0.00
C 3.043 -2.959 -3.137  0.00
N 0.133 -2.098 -4.093  0.00
C -0.056 -0.911 -4.921  0.00
C -0.979 -1.422 -6.019  0.00
C -0.428 -2.824 -6.294  0.00
C 0.111 -3.309 -4.932  0.00
H -1.722 -4.311 -2.994  0.00
H -2.023 -3.030 -1.817  0.00
H -2.105 -5.865 -1.346  0.00
H -2.180 -4.618 -0.100  0.00
H 0.009 -6.402 -0.350  0.00
H 0.044 -4.853 0.494  0.00
H 0.941 -5.431 -2.331  0.00
H 1.713 -4.420 -1.088  0.00
H 2.417 -2.463 -0.242  0.00
H 2.559 -0.776 -0.678  0.00
H 4.773 -2.242 -0.327  0.00
H 4.723 -1.164 -1.742  0.00
H 4.125 -4.145 -1.672  0.00
H 5.174 -3.298 -2.812  0.00
H 2.543 -3.892 -3.398  0.00
H 3.338 -2.472 -4.071  0.00
H 0.886 -0.547 -5.345  0.00
H -0.494 -0.119 -4.327  0.00
H -0.975 -0.787 -6.906  0.00
H -2.001 -1.478 -5.637  0.00
H 0.385 -2.763 -7.020  0.00
H -1.179 -3.504 -6.694  0.00
H 1.101 -3.754 -5.049  0.00
H -0.533 -4.065 -4.484  0.00
Cl 2.816 1.386 -4.624  0.00
C 2.880 1.434 -2.884  0.00
C 4.098 1.510 -2.243  0.00
C 4.101 1.554 -0.863  0.00
C 2.891 1.509 -0.187  0.01
N 1.712 1.432 -0.813  0.02
C 1.710 1.392 -2.143  0.00
H 5.015 1.535 -2.818  0.00
H 5.025 1.607 -0.304  0.00
H 2.874 1.502 0.891  0.00
H 0.745 1.324 -2.629  0.01

Forces on the atoms, in the same order (eV/Å):
Ru -2.99 0.05 -0.32
C 0.32 0.22 -0.19
C 0.17 0.47 0.64
C 1.20 -0.23 0.63
C -0.20 -0.21 0.11
C 0.09 0.03 -0.58
C 0.08 0.02 0.10
C -0.07 0.10 0.02
C -0.08 -0.04 0.06
C 0.03 0.00 -0.09
C -0.11 0.05 -0.15
C -0.06 0.01 0.02
C 0.02 0.07 -0.05
C -0.15 0.01 -0.08
C -0.07 -0.06 -0.06
C -0.07 0.11 0.04
C -0.04 0.09 -0.05
C 0.04 0.00 -0.09
H -0.05 -0.01 0.00
H 0.09 -0.03 0.00
H 0.03 0.02 0.00
H 0.01 -0.01 0.03
H 0.00 -0.04 -0.04
H 0.02 0.00 -0.02
H 0.20 -0.08 -0.06
H 0.04 -0.02 0.04
H -0.02 -0.04 0.00
H 0.02 0.01 0.02
H 0.01 -0.06 -0.03
H 0.00 0.00 -0.01
H 0.02 0.01 -0.03
H 0.03 -0.01 0.03
H 0.00 0.03 0.00
H -0.02 -0.02 -0.05
H -0.01 0.02 -0.01
H 0.06 0.01 0.04
H -0.04 -0.01 -0.01
H 0.04 -0.01 0.02
H -0.02 -0.05 0.01
H -0.06 -0.03 0.01
H 0.09 -0.04 -0.06
H -0.01 -0.03 0.01
H 0.05 0.02 -0.01
H 0.00 -0.06 0.01
H -0.04 0.01 0.03
H 0.00 -0.01 -0.02
H 0.02 0.00 0.06
S -0.06 0.23 0.05
As 0.37 -0.14 0.25
S 0.04 0.04 -0.03
S 0.45 -0.22 -0.07
S 0.06 -0.12 -0.06
O 0.78 -0.69 -0.40
P -0.75 0.90 0.22
N -0.16 -0.53 0.36
C 0.22 -0.03 -0.03
C 0.07 0.07 -0.01
C -0.09 0.02 -0.06
C -0.13 0.09 -0.14
N 0.41 -0.26 0.33
C 0.01 -0.12 -0.36
C 0.07 -0.01 -0.01
C -0.02 0.03 -0.02
C -0.07 0.21 0.21
N 0.04 -0.10 -0.36
C 0.01 -0.20 0.06
C -0.02 0.01 -0.02
C 0.02 -0.02 0.05
C -0.07 0.23 -0.01
H -0.08 0.02 0.01
H -0.03 0.15 0.09
H 0.01 -0.01 -0.01
H -0.02 0.00 -0.01
H -0.01 0.02 -0.01
H 0.02 -0.02 0.00
H 0.05 -0.02 -0.02
H 0.05 0.08 0.09
H -0.13 -0.10 0.08
H -0.03 -0.12 -0.08
H 0.07 0.01 -0.05
H -0.02 0.00 0.05
H -0.05 0.00 -0.01
H 0.00 -0.03 0.04
H -0.05 -0.05 0.02
H 0.00 0.06 -0.01
H 0.05 -0.02 -0.02
H -0.04 0.13 0.08
H -0.02 0.01 0.01
H 0.02 0.00 0.01
H 0.01 -0.01 0.01
H 0.00 0.00 -0.02
H 0.06 0.00 -0.01
H 0.02 0.01 -0.03
Cl -0.02 0.02 0.14
C -0.09 -0.01 -0.09
C 0.18 0.05 -0.16
C -0.10 0.07 0.22
C 0.08 0.16 -0.22
N 0.39 -0.12 -0.06
C -0.09 0.18 -0.02
H -0.02 -0.01 0.03
H 0.01 0.00 -0.02
H -0.04 -0.07 0.06
H 0.02 -0.06 0.02